ORCA calculation (ωB97M-V with the def2-TZVPD basis set) on an isolated ion of composition C6H11N and charge +1 in a non-equilibrium geometry.

As for the spin multiplicity: 2. Its HOMO-LUMO gap (spin up / spin down) is 8.44 / 5.03 eV. The energy above the lowest of the compared OMol25 structures with the same formula, charge and spin comes out at 44.9 kcal/mol. The expectation value of S² is 0.7735. As for the largest force on an atom: 0.0253 hartree/bohr. The net charge is +1. The value obtained for the LUMO energy (spin up / spin down) is -4.89 / -8.19 eV.

Atoms and positions in Å:
C -1.44 -0.74 -1.10
C -0.78 -0.77 0.28
C 0.59 -0.19 0.36
C 1.41 -0.09 -0.76
C 1.75 1.22 1.94
C 1.09 0.08 1.68
N -1.88 0.61 -1.41
H -0.95 -1.33 -1.89
H -2.35 -1.35 -1.00
H -0.78 -1.78 0.73
H -1.46 -0.22 0.94
H 1.09 -0.48 -1.72
H 2.39 0.37 -0.64
H 2.09 1.62 2.88
H 2.10 1.81 1.10
H 0.75 -0.65 2.41
H -2.48 0.65 -2.22
H -1.13 1.27 -1.60